C36H46ClMgN6O4 | ωB97M-V/def2-TZVPD

E_tot ... -2689.19535 Eh
Frontier orbital gap ... 0.310 hartree
Net charge ... +1
HOMO energy ... -11.17 eV
F_max ... 0.0066 hartree/bohr
Energy above the lowest of the compared OMol25 structures with the same formula, charge and spin ... 0.00 kcal/mol

Element x y z (Å)
Cl (-1.667, 1.249, -4.596)
Mg (0.223, 0.093, -0.152)
O (1.505, 0.657, -2.369)
O (-0.662, 0.464, -1.971)
O (4.168, 1.450, 0.485)
O (-1.834, 3.902, -1.940)
N (-2.077, 2.289, -0.382)
N (-0.411, 0.529, 2.335)
N (0.973, -1.785, -1.164)
N (-1.552, -1.275, 0.383)
N (2.327, 0.177, 0.648)
N (0.788, 2.334, -0.197)
C (1.999, 4.806, -0.629)
C (0.088, 3.376, -0.641)
C (-2.418, -0.528, 1.307)
C (0.317, 0.695, -2.734)
C (-6.893, 1.946, 1.196)
C (2.744, 3.724, -0.185)
C (-1.341, 3.146, -0.942)
C (-1.136, -2.541, 1.003)
C (1.609, -2.413, -1.880)
C (0.586, 0.045, 3.298)
C (3.520, -2.562, 4.269)
C (0.653, 4.625, -0.877)
C (-5.736, 2.467, 1.758)
C (0.054, 1.060, -4.188)
C (-0.573, 1.973, 2.552)
C (3.820, -1.640, 3.272)
C (2.339, -2.780, 1.784)
C (2.197, -2.504, -4.224)
C (2.443, -3.142, -2.850)
C (-2.335, -1.601, -0.818)
C (2.039, -4.620, -2.844)
C (2.093, 2.518, 0.002)
C (-3.243, 3.561, -1.995)
C (-3.326, 2.268, -1.168)
C (3.221, -1.728, 2.023)
C (3.907, -2.970, -2.430)
C (-5.729, 1.621, -0.880)
C (2.624, -3.589, 4.027)
C (-1.696, -0.158, 2.586)
C (4.642, 0.222, 1.083)
C (-4.580, 2.569, 1.000)
C (-4.567, 2.145, -0.326)
C (3.472, -0.747, 0.896)
C (2.037, -3.700, 2.773)
C (2.843, 1.314, 0.401)
C (-6.888, 1.525, -0.125)
H (2.466, 5.767, -0.794)
H (-3.306, -1.125, 1.556)
H (-3.245, 1.404, -1.837)
H (-0.893, 2.176, 3.582)
H (2.460, -1.446, -4.210)
H (-7.796, 1.867, 1.787)
H (-1.310, 2.368, 1.858)
H (-3.676, 2.977, 1.437)
H (0.994, -4.743, -3.127)
H (1.528, 0.569, 3.146)
H (3.614, -1.319, -0.026)
H (4.540, -3.490, -3.150)
H (-5.722, 1.279, -1.909)
H (-2.358, 0.474, 3.188)
H (1.347, -4.508, 2.566)
H (-2.713, -0.689, -1.269)
H (-3.517, 3.440, -3.038)
H (3.805, 3.797, -0.002)
H (-1.697, -2.097, -1.548)
H (-7.788, 1.117, -0.566)
H (5.554, -0.078, 0.575)
H (4.857, 0.449, 2.125)
H (2.394, -4.306, 4.803)
H (4.190, -1.917, -2.422)
H (0.379, 2.476, 2.385)
H (0.254, 0.220, 4.330)
H (1.882, -2.871, 0.809)
H (-2.009, -3.100, 1.364)
H (0.466, 0.286, -4.832)
H (3.994, -2.473, 5.237)
H (4.090, -3.399, -1.443)
H (-1.504, -1.050, 3.183)
H (2.656, -5.156, -3.565)
H (-3.807, 4.379, -1.542)
H (-5.737, 2.799, 2.788)
H (0.766, -1.020, 3.164)
H (0.031, 5.422, -1.257)
H (2.193, -5.068, -1.862)
H (0.561, 1.995, -4.411)
H (-0.459, -2.368, 1.836)
H (-2.752, 0.369, 0.794)
H (4.526, -0.855, 3.505)
H (-0.617, -3.149, 0.264)
H (2.817, -3.013, -4.963)
H (-3.174, -2.259, -0.560)
H (1.153, -2.603, -4.522)